Entry 1:
Below is C30H46EuO3P2 as an isolated structure, with properties calculated with wB97M-V/def2-TZVPD.

XYZ file:
```
82
C30H46EuO3P2 | the Open Molecules 2025 dataset | wB97M-V/def2-TZVPD
Eu 1.709 -0.937 0.807
C -1.509 -1.118 2.931
C -1.092 -2.097 1.997
C 0.524 -1.903 3.636
C -0.534 -1.024 3.952
C 0.176 -2.594 2.429
C -2.775 -0.364 2.908
H -3.051 -0.180 1.867
H -2.682 0.603 3.426
H -3.615 -0.910 3.361
C -0.656 -0.239 5.200
H -1.375 0.582 5.080
H 0.317 0.171 5.505
H -1.022 -0.867 6.030
C 1.710 -2.154 4.473
H 1.420 -2.306 5.524
H 2.394 -1.295 4.459
H 2.265 -3.028 4.112
C 0.958 -3.725 1.851
H 0.966 -4.558 2.576
H 2.026 -3.477 1.646
H 0.495 -4.115 0.932
C -1.898 -2.672 0.894
H -1.786 -3.766 0.851
H -1.618 -2.285 -0.099
H -2.967 -2.473 1.052
C -2.102 1.958 -0.636
C -2.856 0.903 -0.297
C -3.467 -0.112 -1.206
C -2.691 -0.416 -2.513
C -1.390 -1.098 -2.351
C -0.246 -0.529 -1.901
C 0.093 0.864 -1.486
C -1.028 1.968 -1.677
H -4.473 0.228 -1.521
H -2.581 0.502 -3.109
H -3.603 -1.053 -0.650
H -1.415 1.914 -2.718
H -2.173 2.845 0.014
H -3.364 0.946 0.669
H -0.530 2.957 -1.631
H 0.399 0.952 -0.404
H 0.647 -1.181 -1.996
H 0.972 1.201 -2.090
H -3.325 -1.048 -3.158
H -1.357 -2.169 -2.615
P -0.630 1.067 -4.604
C -0.758 2.828 -5.126
C -1.676 0.333 -5.937
P 1.803 -0.837 -4.450
C 1.081 0.720 -5.160
C 0.986 -2.003 -5.638
C 3.396 -0.643 -5.377
H 0.137 3.380 -4.805
H -1.646 3.279 -4.658
H -0.854 2.862 -6.220
H -1.461 0.865 -6.878
H -2.736 0.476 -5.669
H -1.496 -0.744 -6.057
H 3.180 -0.406 -6.432
H 3.976 -1.575 -5.296
H 3.956 0.185 -4.916
H 1.726 1.566 -4.869
H 1.072 0.651 -6.262
H 1.597 -2.916 -5.695
H 0.908 -1.549 -6.638
H -0.013 -2.285 -5.276
O 0.425 2.903 3.403
C 1.348 2.613 4.330
C 1.330 3.282 5.562
C 2.375 3.075 6.453
C 3.417 2.164 6.185
C 3.433 1.481 4.977
C 2.404 1.695 4.069
C 2.298 0.848 2.886
O 3.021 -0.188 2.716
O 1.441 1.195 1.950
H 0.680 2.296 2.616
H 0.543 4.022 5.741
H 2.414 3.689 7.351
H 4.196 1.972 6.919
H 4.238 0.803 4.679
```

charge	+1
LUMO energy (alpha / beta)	-3.62 / -4.75	eV
multiplicity	7

Entry 2:
Below is C30H46LaO2P2 as an isolated structure, with properties calculated with wB97M-V/def2-TZVPD.

XYZ file:
```
81
C30H46LaO2P2 | the Open Molecules 2025 dataset | wB97M-V/def2-TZVPD
La 1.196 -0.033 -0.378
C -0.860 -1.263 2.337
C -0.501 -2.309 1.441
C 1.348 -1.772 2.713
C 0.287 -0.905 3.095
C 0.855 -2.658 1.709
C -2.208 -0.679 2.523
H -2.995 -1.308 2.087
H -2.281 0.318 2.066
H -2.446 -0.558 3.591
C 0.319 0.161 4.118
H -0.514 0.063 4.829
H 0.224 1.152 3.654
H 1.257 0.158 4.680
C 2.717 -1.778 3.267
H 2.731 -1.514 4.335
H 3.336 -1.035 2.734
H 3.196 -2.757 3.124
C 1.610 -3.778 1.102
H 2.325 -4.199 1.814
H 2.175 -3.472 0.212
H 0.929 -4.577 0.798
C -1.366 -2.965 0.423
H -1.326 -4.060 0.515
H -1.070 -2.721 -0.615
H -2.409 -2.659 0.549
C -4.285 2.475 -1.020
C -5.242 2.455 -1.950
C -5.290 1.788 -3.280
C -3.990 1.166 -3.856
C -3.634 -0.192 -3.353
C -3.507 -0.593 -2.072
C -3.164 0.169 -0.834
C -2.999 1.700 -0.977
H -5.661 2.509 -4.031
H -3.155 1.868 -3.743
H -6.062 1.012 -3.260
H -2.364 1.908 -1.844
H -4.401 3.106 -0.123
H -6.178 2.970 -1.706
H -2.469 2.067 -0.084
H -3.870 -0.088 -0.026
H -3.568 -1.663 -1.882
H -2.209 -0.238 -0.447
H -4.160 1.075 -4.949
H -3.544 -0.946 -4.167
P 0.583 0.968 -2.650
C 0.762 2.776 -2.942
C -0.223 0.538 -4.243
P 2.033 -1.793 -2.079
C 2.167 -0.132 -2.904
C 1.128 -2.779 -3.350
C 3.657 -2.646 -2.093
H 1.017 3.265 -1.992
H -0.221 3.151 -3.272
H 1.526 3.035 -3.687
H 0.079 1.217 -5.056
H -1.314 0.608 -4.086
H -0.001 -0.496 -4.534
H 4.065 -2.802 -3.100
H 3.529 -3.638 -1.633
H 4.391 -2.089 -1.481
H 3.100 0.351 -2.592
H 2.216 -0.333 -3.989
H 1.032 -3.809 -2.962
H 1.649 -2.796 -4.326
H 0.118 -2.367 -3.478
O 3.197 0.480 1.191
C 2.621 1.545 1.624
O 1.613 2.031 0.960
C 2.991 2.156 2.935
C 3.954 1.529 3.740
C 4.059 1.882 5.093
C 3.219 2.851 5.647
C 2.288 3.509 4.831
C 2.205 3.186 3.471
H 4.583 0.743 3.316
H 4.786 1.367 5.725
H 3.277 3.101 6.712
H 1.628 4.264 5.258
H 1.508 3.723 2.826
```

charge	+1
LUMO energy (alpha / beta)	-4.25 / -4.25	eV
multiplicity	1

Entry 3:
Below is C30H46N12OPSYb as an isolated structure, with properties calculated with wB97M-V/def2-TZVPD.

XYZ file:
```
92
C30H46N12OPSYb | the Open Molecules 2025 dataset | wB97M-V/def2-TZVPD
Yb 12.694 11.685 10.151
C 13.249 14.235 10.082
C 13.572 13.679 11.362
C 12.366 13.329 12.013
C 11.290 13.568 11.136
C 11.826 14.154 9.932
C 10.992 14.844 8.884
C 9.831 13.383 11.407
C 12.274 13.077 13.466
C 14.929 13.841 12.009
C 14.160 15.070 9.230
H 10.823 15.879 9.181
H 10.034 14.381 8.699
H 11.546 14.837 7.930
H 9.355 14.350 11.522
H 9.645 12.795 12.280
H 9.321 12.894 10.581
H 12.255 14.031 13.995
H 13.132 12.547 13.860
H 11.363 12.529 13.706
H 14.906 14.591 12.820
H 15.655 14.237 11.278
H 15.331 12.942 12.461
H 14.233 16.061 9.689
H 13.724 15.236 8.241
H 15.177 14.699 9.090
O 14.698 9.506 10.469
C 13.955 8.319 10.719
C 13.152 7.932 9.512
C 12.870 6.602 9.266
C 12.145 6.283 8.136
C 11.770 7.297 7.270
C 12.063 8.610 7.630
N 12.728 8.924 8.756
H 14.912 9.842 11.356
H 13.294 8.441 11.571
H 14.647 7.506 10.977
H 13.238 5.852 9.948
H 11.906 5.246 7.938
H 11.274 7.112 6.325
H 11.760 9.459 7.026
N 10.974 10.067 13.163
C 10.427 9.774 11.905
N 9.362 9.008 11.767
N 9.107 9.052 10.479
N 9.979 9.776 9.849
N 10.856 10.288 10.761
C 12.353 10.258 13.309
N 12.973 10.128 14.470
N 14.260 10.376 14.180
N 14.380 10.671 12.907
N 13.155 10.625 12.323
H 10.541 9.552 13.908
C 7.269 9.453 7.563
C 7.938 10.729 7.091
C 7.368 11.660 6.240
C 8.157 12.780 5.939
N 9.405 12.895 6.307
C 9.974 11.963 7.070
S 11.637 12.009 7.464
N 9.197 10.915 7.485
C 7.575 13.968 5.183
H 6.209 9.463 7.328
H 7.421 9.331 8.624
H 7.699 8.612 7.035
H 6.350 11.610 5.907
H 9.610 10.308 8.233
H 6.708 13.691 4.576
H 8.316 14.458 4.544
H 7.249 14.680 5.948
C 18.112 11.752 9.423
C 16.639 11.820 9.840
P 15.358 11.637 8.512
C 15.747 10.047 7.682
C 15.105 9.844 6.309
C 15.962 12.802 7.192
C 14.875 13.198 6.197
H 18.770 11.855 10.299
H 18.367 12.560 8.731
H 18.380 10.831 8.917
H 16.410 12.744 10.347
H 16.478 11.028 10.571
H 15.499 9.262 8.357
H 16.845 10.008 7.602
H 14.037 10.011 6.343
H 15.196 8.795 5.996
H 15.549 10.457 5.523
H 16.771 12.239 6.733
H 16.395 13.672 7.660
H 14.521 12.310 5.672
H 15.262 13.922 5.440
H 14.008 13.617 6.713
```

charge	0
LUMO energy (alpha / beta)	-0.08 / -0.09	eV
multiplicity	2

Entry 4:
Below is C30H46N3O4Zr as an isolated structure, with properties calculated with wB97M-V/def2-TZVPD.

XYZ file:
```
84
C30H46N3O4Zr | the Open Molecules 2025 dataset | wB97M-V/def2-TZVPD
Zr -1.731 1.698 1.031
C 3.823 -2.633 0.003
C 4.271 -1.307 0.616
C 5.303 -0.635 -0.318
C 4.919 -1.580 1.988
C 3.114 -0.348 0.785
C 1.889 -0.553 0.221
C 0.860 0.357 0.507
N -0.419 0.355 0.036
C -1.037 -0.561 -0.777
C -0.434 -1.422 -1.702
C -1.197 -2.408 -2.262
C -2.548 -2.567 -1.783
C -3.214 -1.723 -0.913
C -2.469 -0.626 -0.505
O -2.922 0.390 0.256
C -4.645 -1.994 -0.422
C -5.229 -3.233 -1.103
C -4.589 -2.260 1.094
C -5.570 -0.801 -0.724
C -0.690 -3.347 -3.334
C 0.746 -3.029 -3.743
C -1.605 -3.203 -4.572
C -0.762 -4.793 -2.803
C 1.072 1.424 1.489
O -0.065 1.977 1.943
C 2.353 1.804 1.854
C 3.325 0.883 1.506
C 2.699 3.095 2.619
C 1.716 4.230 2.284
C 4.106 3.565 2.213
C 2.666 2.810 4.129
H 4.660 -3.331 0.012
H 3.512 -2.520 -1.042
H 3.008 -3.091 0.574
H 6.133 -1.326 -0.479
H 5.715 0.282 0.116
H 4.864 -0.394 -1.290
H 5.758 -2.262 1.849
H 4.213 -2.051 2.679
H 5.316 -0.676 2.460
H 1.713 -1.405 -0.414
H 0.598 -1.283 -1.989
H -3.101 -3.416 -2.165
H -4.676 -4.144 -0.855
H -5.270 -3.123 -2.192
H -6.252 -3.376 -0.755
H -3.983 -3.142 1.317
H -5.595 -2.440 1.475
H -4.178 -1.412 1.643
H -5.562 -0.553 -1.790
H -5.304 0.089 -0.156
H -6.592 -1.069 -0.457
H 0.849 -2.007 -4.120
H 1.046 -3.702 -4.546
H 1.449 -3.181 -2.916
H -1.602 -2.178 -4.954
H -2.638 -3.494 -4.362
H -1.235 -3.859 -5.361
H -0.169 -4.916 -1.891
H -0.358 -5.465 -3.562
H -1.788 -5.112 -2.596
H 4.340 1.100 1.811
H 1.560 4.306 1.201
H 2.137 5.177 2.625
H 0.756 4.102 2.784
H 4.216 3.637 1.126
H 4.892 2.914 2.603
H 4.288 4.554 2.635
H 1.679 2.464 4.452
H 2.906 3.719 4.687
H 3.401 2.047 4.400
C -0.739 5.937 -0.827
O -1.626 5.700 0.336
C -1.981 4.531 0.644
O -1.672 3.463 0.007
N -2.737 4.455 1.754
N -3.309 3.210 2.108
H -0.764 7.006 -0.971
H -1.137 5.414 -1.689
H 0.258 5.599 -0.570
H -3.095 5.306 2.166
H -4.260 3.166 1.753
H -3.381 3.185 3.119
```

charge	+3
LUMO energy (alpha / beta)	-11.86 / -11.86	eV
multiplicity	1

Calculated energy above the lowest of the compared OMol25 structures with the same formula, charge and spin in order - 0.0 22.1 0.0 14.3 kcal per mole
Calculated electronic energy in order - -2789.10522 -2035.20487 -3801.41213 -1682.15653 a.u.
Calculated maximum force in order - 0.0440 0.2023 0.0321 0.0466 Eh/bohr